1.
# CN4OS

A cluster of 2 separate species, CN4OS in total at a distorted geometry (the ωB97M-V functional and the def2-TZVPD basis, the OMol25 dataset).

Last column: natural (NBO) charge in e.
Atoms and positions in Å:
C 0.10 0.03 0.14  0.174
N 0.90 1.08 -0.17  -0.478
N 0.78 -1.12 0.16  -0.476
N 2.12 0.56 -0.12  -0.227
N 2.05 -0.74 0.07  -0.233
O -3.56 0.66 -0.07  -1.037
S -2.39 -0.46 -0.01  0.278

## Properties
Net charge   -2
Relative energy (zero: lowest compared OMol25 entry of this formula, charge and spin)   47.14 kcal per mole
DFT total energy   -19875.11061 eV
2S+1   1
HOMO (spin up / spin down)   1.004 / 1.019 eV
Molecular weight   116.10 g mol⁻¹
LUMO level (spin up / spin down)   6.609 / 6.606 eV



2.
# C6H9N

The molecule C6H9N (the ωB97M-V functional and the def2-TZVPD basis, the OMol25 dataset).

Last column: natural (NBO) charge in e.
Atoms and positions in Å:
C 1.59 -0.71 0.96  -0.602
C 0.51 -0.11 0.11  -0.050
C 0.70 0.85 -1.02  -0.411
C -0.23 1.23 0.08  -0.246
C -1.57 0.45 0.01  -0.093
N -1.58 -0.42 -1.18  -0.599
C -0.86 -0.83 0.04  -0.089
H 1.22 -1.02 1.94  0.208
H 2.43 -0.01 1.09  0.215
H 1.98 -1.59 0.43  0.213
H 1.65 1.38 -0.99  0.218
H 0.33 0.61 -2.01  0.239
H -0.10 2.12 0.69  0.221
H -2.50 0.74 0.49  0.210
H -2.46 -0.93 -1.20  0.357
H -1.11 -1.75 0.58  0.208

## Properties
Net charge   0
Relative energy (zero: lowest compared OMol25 entry of this formula, charge and spin)   81.79 kcal per mole
DFT total energy   -7854.61270 eV
2S+1   1
HOMO   -8.277 eV
Molecular weight   95.14 g mol⁻¹
Structure (SMILES)   C[C@]12C[C@H]1[C@H]1N[C@H]12
LUMO level   1.101 eV